C21H28N2O5S2 | the ωB97M-V functional and the def2-TZVPD basis

Structure (XYZ):
```
58
Properties=species:S:1:pos:R:3:forces:R:3
C -4.56698 -2.81822 -1.05191 -0.12 -0.15 -0.16
H -4.31452 -3.86506 -0.86146 0.00 0.05 0.00
O -3.84059 -1.94573 -0.21349 0.21 -0.30 -0.19
C -2.49641 -1.97696 -0.22482 0.09 0.03 -0.01
C -1.84580 -1.17579 0.69894 -0.93 0.28 0.28
C -0.43849 -1.12547 0.76290 0.35 -0.14 -0.17
C 0.27034 -0.33734 1.70201 0.42 0.16 0.20
C 1.63729 -0.33354 1.72155 -0.38 0.08 0.14
C 2.35565 -1.10980 0.80497 0.58 -0.22 -0.33
C 1.71842 -1.88513 -0.11619 0.27 0.02 0.05
C 0.30877 -1.91697 -0.16029 -0.22 0.21 0.30
C -0.37684 -2.72197 -1.08961 -0.16 0.06 0.07
C -1.74085 -2.75917 -1.12596 -0.04 -0.06 -0.08
H -2.23910 -3.38839 -1.84575 -0.05 -0.04 -0.05
H 0.19996 -3.32075 -1.77882 0.03 -0.07 -0.08
H 2.30195 -2.47768 -0.80455 0.03 -0.08 -0.12
S 4.14340 -1.07004 0.87501 -0.47 0.24 -0.08
O 4.65253 -1.88272 -0.19877 -0.20 0.14 -0.07
O 4.57226 -1.37500 2.20756 -0.04 0.21 0.18
N 4.39463 0.56809 0.62652 -0.31 -0.97 0.34
C 5.54846 1.14094 1.28938 0.56 -0.17 0.45
C 6.83890 0.86789 0.51882 -0.12 0.30 -0.03
C 6.70379 1.38751 -0.91081 0.03 -0.27 -0.01
C 5.50016 0.72917 -1.58132 -0.02 0.21 0.05
C 4.24027 0.98087 -0.75191 -0.08 -0.09 -0.67
H 3.39253 0.42502 -1.15877 -0.05 0.20 -0.14
H 3.99167 2.04828 -0.75156 -0.06 -0.08 0.01
H 5.66032 -0.34781 -1.64312 0.01 0.05 -0.11
H 5.35751 1.12205 -2.58954 -0.03 -0.03 -0.03
H 7.61124 1.17183 -1.47748 0.01 0.09 -0.02
H 6.56615 2.47239 -0.89219 0.06 0.08 -0.02
H 7.00959 -0.21042 0.50153 0.11 -0.04 0.04
H 7.67862 1.34596 1.02570 0.03 -0.05 0.04
H 5.58718 0.69525 2.28352 0.09 0.24 0.03
H 5.37742 2.21903 1.38266 -0.04 -0.07 0.01
H 2.19122 0.25286 2.43642 -0.05 0.15 0.15
H -0.29448 0.25406 2.40321 0.16 0.01 0.03
S -2.97457 -0.28151 1.78708 -0.03 0.21 -0.14
O -3.84464 -1.22318 2.42222 -0.14 -0.01 -0.15
O -2.25536 0.62375 2.64434 0.06 0.01 -0.27
N -3.83693 0.58811 0.65315 0.54 -0.39 0.70
C -5.25461 0.75481 0.87554 -0.52 -0.37 0.10
C -5.92106 1.13841 -0.44255 0.12 0.23 0.23
C -5.28435 2.41566 -0.98608 0.05 -0.22 -0.22
C -3.77798 2.21593 -1.13725 -0.05 0.07 0.25
C -3.17397 1.78660 0.19813 0.41 0.36 -0.30
H -2.11199 1.55363 0.09418 0.03 0.20 -0.07
H -3.27622 2.59379 0.93867 0.07 -0.03 -0.04
H -3.30075 3.13712 -1.47449 0.05 -0.02 -0.02
H -3.58751 1.43602 -1.87654 0.06 -0.02 -0.08
H -5.72643 2.67849 -1.94898 -0.02 0.08 0.04
H -5.47260 3.23798 -0.29224 -0.05 0.08 0.01
H -6.99075 1.28102 -0.28384 -0.03 -0.06 0.00
H -5.77912 0.32796 -1.15847 -0.04 -0.09 -0.05
H -5.62364 -0.19728 1.25579 -0.18 0.12 0.02
H -5.44315 1.53448 1.62964 -0.03 -0.06 -0.02
H -4.40749 -2.58676 -2.11027 0.00 -0.01 0.07
H -5.61304 -2.65225 -0.80041 0.06 -0.04 -0.05
```
Forces are in eV/Å.

Summary:
- Electronic energy: -2099.0817 Ha
- SMILES: COc1ccc2cc(S(=O)(=O)N3CCCCC3)ccc2c1S(=O)(=O)N1CCCCC1
- Relative energy (zero: lowest compared OMol25 entry of this formula, charge and spin): 41.52 kJ/mol
- Kohn-Sham gap: 8.53 eV

Atom charges from the Löwdin analysis, given in e for atoms 1 to 6:
1 C -0.05
2 H 0.10
3 O -0.11
4 C -0.25
5 C -0.12
6 C -0.12

C21H28N3O4 | the ωB97M-V functional and the def2-TZVPD basis

Structure (XYZ):
```
56
Properties=species:S:1:pos:R:3:forces:R:3
O 1.33676 0.51855 1.74015 0.20 0.04 0.18
H 1.19758 0.84869 2.63746 -0.06 0.10 -0.08
C 0.69943 -0.74362 1.64054 -0.14 -0.48 0.23
C -0.35246 -0.89625 2.75330 0.22 -0.11 -0.17
O -1.03293 0.31702 3.01256 -0.12 -0.08 0.21
C -1.77383 0.87565 1.95661 -0.21 -0.15 -0.24
H -1.13666 1.04376 1.07724 -0.05 0.02 0.09
C -3.02919 0.08606 1.53809 0.07 0.85 0.18
C -3.83041 0.90538 0.51890 -0.26 -0.31 0.60
O -3.04872 1.13940 -0.63647 0.38 -0.17 -0.51
C -2.49000 -0.01064 -1.13682 -0.05 0.04 0.15
C -2.04472 -0.02885 -2.45517 -0.17 -0.03 0.16
C -1.50553 -1.18570 -2.99325 0.03 0.03 -0.06
C -1.40876 -2.33205 -2.21750 -0.02 -0.04 0.03
C -1.81910 -2.31371 -0.89763 -0.09 0.19 0.04
C -2.34948 -1.15305 -0.34163 0.08 0.10 -0.02
O -2.71356 -1.17511 0.97194 0.07 -0.36 -0.32
H -1.75243 -3.19161 -0.27558 0.01 -0.14 0.11
H -1.01441 -3.24112 -2.64224 0.04 -0.12 -0.05
H -1.18501 -1.19669 -4.02288 0.02 0.00 -0.12
H -2.18100 0.85608 -3.05796 -0.06 0.14 -0.10
H -4.73878 0.35326 0.24824 0.08 0.10 0.01
H -4.10055 1.88451 0.91237 -0.02 -0.09 0.02
H -3.63155 -0.13634 2.42314 0.02 0.08 -0.12
H -2.09783 1.84798 2.33560 -0.03 -0.02 -0.14
H -1.04669 -1.70538 2.50777 0.14 0.03 0.05
H 0.14182 -1.12957 3.70052 0.03 -0.06 -0.06
C 1.71532 -1.90799 1.69780 -0.36 0.38 -0.06
N 2.68908 -1.98758 0.63790 -0.09 0.18 0.01
H 0.06789 0.69692 -1.80867 0.12 0.07 0.10
C 2.25101 -2.34343 -0.67905 0.01 0.06 -0.14
H 1.44014 -3.06804 -0.60569 0.01 -0.04 -0.09
H 3.08897 -2.83052 -1.18675 -0.13 -0.04 -0.11
C 1.76408 -1.13152 -1.53554 -0.22 -0.44 -0.12
N 2.43796 0.07554 -1.09049 -0.18 0.06 -0.01
C 1.83138 1.24003 -0.87465 0.02 0.37 -0.04
N 0.56052 1.44004 -1.31461 0.25 -0.45 -0.05
C -0.13357 2.58716 -1.11292 -0.04 0.61 0.27
C 0.43464 3.64359 -0.47530 -0.13 -0.21 -0.12
C 1.76341 3.50821 -0.02830 -0.01 -0.39 -0.20
C 2.44474 2.34233 -0.22076 0.01 0.20 -0.02
H 3.44332 2.24580 0.16452 0.07 -0.07 0.02
H 2.23959 4.32931 0.48360 0.09 0.05 0.06
H -0.11657 4.55317 -0.31386 -0.12 0.06 -0.04
H -1.14986 2.59602 -1.47490 -0.02 -0.08 -0.05
C 3.79752 -0.21515 -0.67886 0.29 -0.04 0.44
H 4.25072 -0.81173 -1.47450 0.00 0.13 0.00
C 3.77014 -1.01745 0.63520 0.33 -0.06 0.03
H 3.64593 -0.33754 1.47788 0.05 -0.03 -0.06
H 4.72902 -1.53974 0.74528 0.06 0.17 -0.02
H 4.38796 0.68971 -0.56839 0.02 -0.05 -0.10
H 1.99427 -1.31399 -2.59101 -0.10 0.03 -0.01
H 0.68348 -1.04317 -1.43354 0.07 0.06 0.01
H 1.15119 -2.84393 1.70074 -0.02 -0.07 0.10
H 2.26584 -1.84392 2.63954 -0.11 -0.03 0.09
H 0.19413 -0.76518 0.66625 0.03 0.00 0.04
```
Forces are in eV/Å.

Summary:
- Electronic energy: -1282.0104 Ha
- Charge: +1
- SMILES: O[C@H](COC[C@H]1COc2ccccc2O1)CN1CCN(c2cccc[nH+]2)CC1
- Relative energy (zero: lowest compared OMol25 entry of this formula, charge and spin): 0.00 kJ/mol
- Kohn-Sham gap: 8.19 eV

Atom charges from the Löwdin analysis, given in e for atoms 1 to 6:
1 O -0.02
2 H 0.12
3 C -0.32
4 C -0.14
5 O -0.11
6 C -0.13

C21H28N4O3 | the ωB97M-V functional and the def2-TZVPD basis

Structure (XYZ):
```
56
Properties=species:S:1:pos:R:3:forces:R:3
C 3.77322 -1.02197 -2.49155 0.05 -0.08 -0.23
H 2.94011 -0.80857 -3.16803 0.01 -0.02 0.02
O 3.49480 -0.61075 -1.17534 -0.18 0.03 0.32
C 2.49395 -1.23380 -0.49087 -0.01 0.10 0.32
C 1.59945 -2.13414 -1.06127 0.03 -0.11 -0.35
C 0.62266 -2.71863 -0.26331 -0.06 0.05 0.26
C 0.54927 -2.41217 1.09398 -0.12 -0.12 -0.16
C 1.43390 -1.50967 1.66372 0.06 -0.08 -0.18
C 2.40025 -0.91913 0.86151 0.15 -0.04 -0.18
H 3.11673 -0.22578 1.27301 0.12 0.10 0.09
C 1.36617 -1.17096 3.13803 0.01 0.12 0.15
N 0.44629 -0.11760 3.52572 0.05 -0.13 -0.09
C 0.70301 1.19431 2.98535 -0.01 0.20 -0.15
C 0.07217 1.46081 1.60656 0.14 -0.06 0.15
H 0.66885 0.96575 0.83807 -0.01 0.08 -0.03
H 0.09367 2.53589 1.41682 -0.03 0.01 -0.06
C -1.38738 0.95595 1.55823 0.17 -0.12 0.33
N -2.26832 1.95528 0.99490 -0.17 0.11 -0.79
C -2.33999 2.36280 -0.29859 -0.41 0.37 0.15
C -3.30316 3.34919 -0.36416 0.14 -0.07 -0.21
C -3.75183 3.47286 0.95593 0.26 -0.21 -0.10
N -3.12514 2.63935 1.76005 -0.31 0.13 0.74
H -4.50084 4.13352 1.34407 -0.16 0.13 0.12
H -3.61888 3.88167 -1.23452 -0.02 0.06 -0.17
N -1.52470 1.80905 -1.27391 0.15 -0.28 0.41
C -1.56657 2.13035 -2.60159 0.18 -0.16 -0.19
O -2.35356 2.92067 -3.07354 -0.06 0.06 0.04
C -0.55513 1.43463 -3.45201 -0.02 0.09 -0.32
C 0.84513 1.15177 -2.97325 0.13 0.03 0.02
C -0.10149 0.02108 -3.19652 -0.05 -0.10 -0.01
H -0.49978 -0.50620 -2.34136 -0.02 0.03 0.10
H 0.04293 -0.61201 -4.06000 0.01 0.01 -0.07
H 1.11617 1.41855 -1.96216 -0.06 0.00 0.13
H 1.64652 1.30625 -3.68003 0.00 0.00 -0.09
H -0.66542 1.73200 -4.48756 0.02 -0.03 0.09
H -0.84257 1.13920 -0.95363 0.02 0.04 -0.12
C -1.87279 0.58366 2.95709 0.14 -0.22 -0.13
C -0.96393 -0.48966 3.54697 -0.16 -0.04 0.24
H -1.11996 -1.41615 2.98544 -0.03 0.01 0.03
H -1.25500 -0.67787 4.58945 -0.14 -0.10 -0.15
H -1.89086 1.47584 3.57963 -0.06 -0.03 0.01
H -2.89359 0.20614 2.89814 0.00 0.06 0.08
H -1.44478 0.05496 0.92824 -0.03 0.11 0.07
H 1.78330 1.33552 2.92344 0.01 0.07 0.07
H 0.31578 1.92638 3.70106 0.13 0.08 -0.11
H 2.36139 -0.86231 3.47251 0.00 -0.13 -0.02
H 1.08368 -2.06333 3.70253 0.11 -0.01 -0.02
H -0.19314 -2.92541 1.68365 -0.09 -0.08 0.10
O -0.30562 -3.60973 -0.71412 0.11 0.19 0.32
C -0.23737 -4.04937 -2.04820 0.02 -0.07 -0.24
H -1.03377 -4.78380 -2.15634 0.07 0.05 -0.05
H 0.72406 -4.52532 -2.26627 -0.03 0.03 0.00
H -0.40733 -3.22998 -2.75501 0.03 -0.02 0.03
H 1.67256 -2.38471 -2.10565 0.00 -0.02 -0.12
H 4.64318 -0.44517 -2.80130 -0.06 -0.06 -0.03
H 4.01370 -2.08922 -2.53399 -0.02 0.04 0.00
```
Forces are in eV/Å.

Summary:
- Electronic energy: -1261.7075 Ha
- SMILES: COc1cc(CN2CCC(n3nccc3NC(=O)C3CC3)CC2)cc(OC)c1
- Relative energy (zero: lowest compared OMol25 entry of this formula, charge and spin): 408.67 kJ/mol
- Kohn-Sham gap: 8.65 eV

Atom charges from the Löwdin analysis, given in e for atoms 1 to 6:
1 C -0.08
2 H 0.08
3 O -0.08
4 C -0.27
5 C 0.03
6 C -0.26

C21H29AsClF6HgNO | the ωB97M-V functional and the def2-TZVPD basis

Structure (XYZ):
```
61
Properties=species:S:1:pos:R:3:forces:R:3
Hg 0.49587 -0.46968 -0.28105 0.21 0.26 0.22
F -1.13768 -2.19446 -2.53283 -0.03 0.00 0.01
As -1.71835 -3.50894 -3.51752 0.03 0.00 -0.11
F -2.59808 -4.15965 -2.17126 0.00 0.02 0.00
F -3.10643 -2.56161 -3.97927 0.04 -0.04 0.03
F -0.32563 -4.45732 -3.07353 -0.01 0.01 0.01
F -0.83817 -2.86768 -4.87722 0.01 0.00 -0.02
F -2.28402 -4.82336 -4.52025 -0.01 0.02 0.02
Cl 7.46659 0.81183 -0.09307 0.02 0.01 0.01
C 5.84345 0.39556 -0.61092 -0.01 0.00 -0.01
C 5.28625 -0.80970 -0.21716 -0.02 0.00 0.00
C 4.00576 -1.12945 -0.63480 0.02 0.00 0.05
C 3.25210 -0.27347 -1.44766 -0.11 -0.03 0.02
C 1.87121 -0.64732 -1.88120 0.28 -0.30 -0.06
C 3.85370 0.93036 -1.82121 0.01 0.01 -0.04
C 5.13493 1.27142 -1.41075 0.01 0.00 0.01
H 5.84677 -1.48538 0.41530 0.00 0.00 -0.01
H 3.56487 -2.06587 -0.31180 -0.01 0.00 -0.02
H 1.87128 -1.70656 -2.15022 -0.15 0.02 -0.03
H 1.58043 -0.08697 -2.76660 -0.07 0.03 0.06
H 3.30962 1.61338 -2.46118 -0.03 0.00 0.00
H 5.58221 2.20913 -1.71403 0.00 0.00 0.00
C -0.71922 -3.19837 2.80956 -0.02 0.01 0.00
C -0.88122 -2.04027 3.79774 -0.03 -0.01 0.03
C 0.48020 -1.51440 4.26233 0.01 0.00 0.00
C -1.80343 -0.93868 3.30083 0.06 0.06 -0.08
C -2.95933 -0.71204 4.01954 -0.03 -0.02 -0.01
C -3.89082 0.25993 3.66019 0.00 -0.01 0.02
C -3.59521 1.02830 2.54500 -0.02 0.06 0.01
C -2.44524 0.86830 1.78430 0.07 -0.09 -0.04
C -2.24634 1.87897 0.66712 -0.02 0.09 0.05
C -2.41063 1.31775 -0.74777 -0.03 -0.02 -0.04
C -0.97547 2.71455 0.86375 0.00 0.03 -0.01
C -1.47942 -0.16285 2.10909 -0.10 -0.01 0.06
N -0.32432 -0.42549 1.50382 0.03 -0.15 -0.01
H -0.13892 -4.00824 3.26600 0.01 0.00 0.00
H -0.21395 -2.85888 1.90882 0.01 0.01 -0.01
H -1.69385 -3.59688 2.51955 0.00 0.00 0.00
H -1.37802 -2.45868 4.68390 0.01 0.01 0.01
H 0.99168 -1.03820 3.42708 0.00 0.00 -0.02
H 1.09923 -2.33381 4.64615 0.00 0.00 0.00
H 0.35497 -0.77755 5.06092 0.00 0.00 -0.01
H -3.14682 -1.33401 4.89313 -0.01 0.01 0.00
H -4.79932 0.41678 4.22940 0.00 -0.01 0.00
H -4.28807 1.81637 2.25346 0.00 -0.01 0.00
H -3.07344 2.59194 0.78018 -0.01 -0.02 -0.01
H -1.67123 0.56027 -1.00546 -0.02 0.01 0.03
H -2.35093 2.11811 -1.49377 -0.02 -0.03 0.02
H -3.38375 0.83396 -0.84796 -0.01 0.02 0.00
H -0.08480 2.09192 0.90763 0.02 -0.04 -0.02
H -1.03983 3.25461 1.81205 0.00 -0.01 0.00
H -0.85987 3.45321 0.06500 0.01 0.01 -0.03
C -0.18039 3.99840 -2.75406 0.00 0.02 0.01
C 0.76836 2.81796 -2.85340 -0.08 -0.15 -0.13
O 0.19090 1.74040 -3.58103 0.02 0.17 0.09
H 0.30486 4.85293 -2.27566 0.01 -0.01 0.01
H -1.06075 3.73531 -2.16962 0.00 0.02 -0.01
H -0.50957 4.29163 -3.75239 0.02 0.01 0.00
H 1.09228 2.48185 -1.86212 -0.05 0.05 0.02
H 1.66400 3.11025 -3.40910 0.01 0.01 0.02
H -0.29905 1.18038 -2.96598 -0.02 -0.02 -0.07
```
Forces are in eV/Å.

Summary:
- Electronic energy: -4396.3394 Ha
- Charge: -2
- Relative energy (zero: lowest compared OMol25 entry of this formula, charge and spin): 0.00 kJ/mol
- Kohn-Sham gap: 4.64 eV

Atom charges from the Löwdin analysis, given in e for atoms 1 to 6:
1 Hg 1.15
2 F -0.30
3 As 0.69
4 F -0.27
5 F -0.28
6 F -0.28

no.,LUMO (eV)
1,-0.091
2,-2.900
3,0.468
4,3.896